Entry w
A cluster of 10 separate species, C5H30N2O10 in total. Source: OMol25; level of theory: the ωB97M-V functional and the def2-TZVPD basis.

Structure (XYZ):
```
47
Properties=species:S:1:pos:R:3
C -2.769 -0.110 -1.010
C -1.510 0.012 -1.483
N -1.204 -0.289 -2.831
C -0.351 0.340 -0.613
C 0.395 -0.957 -0.174
N -0.475 -1.855 0.625
C 1.684 -0.603 0.632
O 1.366 0.204 1.746
H -3.631 -0.340 -1.604
H -3.040 0.032 -0.002
H -1.933 -0.210 -3.470
H -0.388 0.187 -3.177
H 0.349 0.989 -1.141
H -0.674 0.939 0.257
H 0.722 -1.524 -1.079
H -1.033 -1.339 1.181
H -1.021 -2.435 -0.008
H 2.131 -1.579 0.972
H 2.342 0.030 0.051
H 1.017 -0.343 2.469
O -0.991 -3.232 -1.980
H -0.995 -2.331 -2.407
H -1.607 -3.725 -2.453
O 1.786 2.606 0.645
H 1.621 1.771 1.088
H 2.277 3.147 1.256
O 2.700 2.551 -1.873
H 3.585 2.154 -1.794
H 2.348 2.522 -0.922
O 0.323 -1.511 3.414
H -0.593 -1.205 3.428
H 0.340 -2.136 2.751
O 1.132 -4.300 -0.066
H 0.810 -3.665 0.550
H 0.552 -4.196 -0.827
O 0.814 1.713 -3.584
H 0.616 2.496 -4.068
H 1.508 1.968 -3.017
O -2.110 -0.474 2.929
H -2.898 -0.324 3.469
H -1.787 0.445 2.766
O -0.719 1.733 2.497
H -0.895 2.406 1.831
H 0.088 1.246 2.216
O -0.779 3.397 0.408
H -1.120 3.119 -0.432
H 0.173 3.330 0.333
```

Summary:
charge = 0
gap between HOMO and LUMO = 8.71 eV


Entry x
A cluster of 10 separate species, C5H30N2O10 in total. Source: OMol25; level of theory: the ωB97M-V functional and the def2-TZVPD basis.

Structure (XYZ):
```
47
Properties=species:S:1:pos:R:3
C 0.641 3.524 -0.046
C -0.773 3.154 0.354
C -1.154 1.769 -0.005
N -0.119 0.700 0.552
C -0.376 -0.563 -0.070
C 0.773 -1.464 0.209
N 0.717 -2.850 0.582
O 1.950 -1.089 -0.052
H 1.307 3.107 0.640
H 0.805 3.279 -1.071
H 0.925 4.598 0.051
H -1.537 3.706 -0.335
H -0.994 3.461 1.360
H -1.282 1.657 -1.136
H -2.095 1.433 0.392
H 0.774 1.069 0.411
H -0.444 -0.407 -1.193
H -1.340 -1.129 0.120
H 0.152 -3.019 1.325
H 1.550 -3.465 0.548
O 2.137 1.644 -1.377
H 2.043 1.899 -2.362
H 2.658 0.870 -1.533
O 0.270 0.905 3.490
H 1.121 0.454 3.486
H -0.004 1.093 2.610
O -2.351 -2.383 2.119
H -2.180 -1.466 2.008
H -1.523 -2.854 2.522
O -2.334 -3.161 -0.572
H -1.365 -3.399 -0.604
H -2.416 -2.859 0.423
O -1.601 -2.229 -3.007
H -1.419 -3.077 -3.473
H -1.902 -2.447 -2.031
O 0.978 2.626 -3.615
H 0.747 2.816 -2.711
H 0.500 1.733 -3.770
O 0.237 -2.105 3.236
H 0.424 -2.646 3.981
H -0.026 -1.101 3.337
O 2.890 -0.699 2.267
H 3.770 -0.480 2.158
H 2.654 -1.040 1.306
O -0.675 0.405 -3.523
H -0.515 -0.412 -3.217
H -1.599 0.441 -3.785
```

Summary:
charge = 0
gap between HOMO and LUMO = 9.70 eV


Among the structures above, stability is greatest for entry w.